# 1
Entry from the OMol25 dataset: a cluster of 2 separate species, C2H8FN2 in total (ωB97M-V/def2-TZVPD).

Each line ends with the Mulliken charge.
Cartesian coordinates (Å):
C  -0.746  0.190  -2.001  -0.88
C  -0.267  0.391  1.773  -0.12
N  0.149  0.502  -0.896  -0.04
N  0.710  -0.358  1.625  -0.16
F  0.911  1.685  -1.117  -0.22
H  -1.836  0.415  -1.866  0.28
H  -0.416  0.556  -2.903  0.38
H  -0.604  -0.943  -2.231  0.29
H  -1.230  -0.048  1.389  0.27
H  -0.223  1.431  1.821  0.33
H  1.639  0.149  1.576  0.33
H  0.805  -0.080  -1.164  0.22
H  0.631  -1.195  1.077  0.31

Output
total charge: +1
E_tot: -289.95995 Ha



# 2
Entry from the OMol25 dataset: the ion C2H8FN2O with charge +1 (ωB97M-V/def2-TZVPD).

Each line ends with the Mulliken charge.
Cartesian coordinates (Å):
N  -1.112  -1.200  0.235  -0.38
C  -0.253  -0.231  0.510  -0.15
N  -0.390  0.932  -0.838  -0.54
C  1.242  -0.501  0.438  0.21
O  1.879  0.726  0.432  -0.50
F  1.532  -1.122  -0.745  -0.29
H  -1.918  -1.311  0.874  0.25
H  -0.856  -1.920  -0.375  0.23
H  -0.610  0.294  1.305  0.57
H  -0.636  0.489  -1.719  0.32
H  -1.109  1.653  -0.697  0.35
H  0.447  1.447  -1.029  0.33
H  1.385  -1.284  1.351  0.27
H  2.767  0.795  0.147  0.34

Output
SMILES: N[C@H]([NH3+])[C@H](O)F
total charge: +1
E_tot: -365.35195 Ha



# 3
Entry from the OMol25 dataset: a cluster of 2 separate species, C2H8IN2S in total (ωB97M-V/def2-TZVPD).

Each line ends with the Mulliken charge.
Cartesian coordinates (Å):
C  0.259  -2.122  0.321  -0.77
C  0.490  0.588  0.499  0.18
N  -1.475  0.839  -0.740  -0.80
N  0.984  1.801  0.405  -0.28
S  1.191  -0.711  -0.326  0.05
I  -3.030  -0.111  0.256  0.22
H  0.932  -2.977  0.299  0.36
H  -0.595  -2.323  -0.319  0.26
H  -0.056  -1.927  1.340  0.31
H  -0.214  0.376  1.296  0.30
H  -1.727  1.823  -0.818  0.33
H  -1.432  0.470  -1.688  0.34
H  1.693  2.023  -0.281  0.22
H  0.633  2.564  0.967  0.27

Output
total charge: +1
E_tot: -886.11684 Ha



# 4
Entry from the OMol25 dataset: a cluster of 2 separate species, C2H8N2 in total (ωB97M-V/def2-TZVPD).

Each line ends with the Mulliken charge.
Cartesian coordinates (Å):
N  2.415  -0.393  1.871  -2.67
H  2.998  -0.183  1.063  0.85
H  1.481  -0.724  1.675  0.61
H  2.469  0.377  2.529  0.72
C  -2.164  0.427  -1.177  -0.65
C  -1.072  0.320  -0.389  -1.37
N  0.114  -0.267  -0.714  -0.66
H  -2.296  0.117  -2.201  0.27
H  -3.079  0.612  -0.622  0.29
H  -0.979  0.964  0.478  0.74
H  0.285  -0.659  -1.625  0.36
H  0.793  -0.642  -0.059  0.50

Output
total charge: -1
2S+1: 2
E_tot: -190.41525 Ha



# 5
Entry from the OMol25 dataset: a cluster of 2 separate species, C2H8N2 in total (ωB97M-V/def2-TZVPD).

Each line ends with the Mulliken charge.
Cartesian coordinates (Å):
N  1.365  1.035  0.698  -0.51
C  0.461  0.030  0.145  -0.45
C  -0.996  0.089  -0.103  -0.10
N  -1.655  -1.016  -0.810  -0.61
H  0.804  1.896  0.704  0.22
H  0.633  -0.214  1.264  0.24
H  3.781  -0.168  -0.544  -0.06
H  0.975  -0.375  -0.735  0.38
H  -1.789  -0.284  0.593  0.31
H  -1.309  0.982  -0.649  0.29
H  3.959  -0.712  -0.090  0.06
H  -1.584  -1.921  -0.346  0.25

Output
E_tot: -190.15639 Ha



# 6
Entry from the OMol25 dataset: a cluster of 2 separate species, C2H8N2 in total (ωB97M-V/def2-TZVPD).

Each line ends with the Mulliken charge.
Cartesian coordinates (Å):
C  -0.910  1.921  0.490  -0.23
N  -1.725  2.917  0.461  -0.43
C  -2.318  3.293  -0.858  -0.69
H  -0.459  1.641  1.414  0.25
H  -0.489  1.281  -0.197  0.28
H  -1.612  3.739  -1.545  0.29
H  -3.166  4.029  -0.619  0.24
H  -2.915  2.473  -1.342  0.28
N  3.580  -5.361  0.548  -0.61
H  3.516  -5.130  1.469  0.19
H  3.134  -6.242  0.250  0.21
H  3.364  -4.562  -0.069  0.21

Output
SMILES: C=NC.N
E_tot: -190.44539 Ha



# 7
Entry from the OMol25 dataset: a cluster of 2 separate species, C2H8N2 in total (ωB97M-V/def2-TZVPD).

Each line ends with the Mulliken charge.
Cartesian coordinates (Å):
C  2.287  0.485  -0.472  -0.76
C  1.268  0.143  -1.274  0.07
N  0.845  -1.166  -1.543  -0.50
H  2.834  -0.335  -0.019  0.21
H  2.505  1.526  -0.300  0.25
H  0.877  0.974  -1.846  0.31
H  1.464  -1.872  -1.177  0.21
H  -0.124  -1.255  -1.332  0.22
N  -2.878  0.651  2.028  -0.65
H  -2.216  0.048  1.559  0.20
H  -3.730  0.599  1.480  0.22
H  -3.131  0.203  2.895  0.22

Output
SMILES: C=CN.N
E_tot: -190.47370 Ha



# 8
Entry from the OMol25 dataset: a cluster of 2 separate species, C2H8N2O in total (ωB97M-V/def2-TZVPD).

Each line ends with the Mulliken charge.
Cartesian coordinates (Å):
C  -1.262  1.778  0.022  -0.39
C  1.186  -1.653  0.186  -0.67
N  0.603  -0.021  0.350  -0.15
N  -0.190  -0.448  -0.726  -0.58
O  -0.276  1.694  0.875  -0.48
H  1.353  0.536  -0.058  0.28
H  -0.894  -1.067  -0.309  0.27
H  -1.206  2.596  -0.720  0.24
H  -1.082  0.740  -0.754  0.33
H  -2.281  1.653  0.426  0.23
H  2.184  -1.437  0.557  0.32
H  0.600  -2.198  0.921  0.31
H  1.266  -2.172  -0.769  0.28

Output
E_tot: -265.51138 Ha



# 9
Entry from the OMol25 dataset: a cluster of 2 separate species, C2H8N2O in total (ωB97M-V/def2-TZVPD).

Each line ends with the Mulliken charge.
Cartesian coordinates (Å):
C  0.025  0.530  1.270  -0.81
N  0.235  0.684  -0.169  -0.08
C  -0.937  0.446  -1.046  -0.40
N  -1.557  -0.734  -0.774  -0.42
H  1.014  0.363  1.677  0.36
H  -0.345  1.452  1.685  0.31
H  -0.606  -0.292  1.575  0.30
H  -0.586  0.626  -2.073  0.35
H  -1.649  1.251  -0.838  0.33
H  2.218  -1.867  -0.161  0.22
H  1.098  0.121  -0.410  0.39
H  -1.039  -1.591  -0.970  0.28
O  2.129  -0.990  0.234  -0.83

Output
E_tot: -265.49201 Ha



# 10
Entry from the OMol25 dataset: a cluster of 2 separate species, C2H8N2O in total (ωB97M-V/def2-TZVPD).

Each line ends with the Mulliken charge.
Cartesian coordinates (Å):
C  1.061  0.683  -1.229  -1.20
C  0.314  0.350  0.054  -0.18
N  -0.043  -1.035  0.168  -0.46
H  0.431  0.473  -2.092  0.35
H  1.983  0.108  -1.302  0.32
H  1.318  1.739  -1.236  0.32
H  0.959  0.590  0.904  0.33
H  -0.829  0.824  -0.102  0.37
H  -0.462  -1.400  -0.677  0.24
H  0.425  -1.617  0.845  0.23
N  -1.841  -0.569  1.219  -0.16
O  -1.619  0.738  1.238  -0.37
H  -1.697  -0.884  2.211  0.21

Output
SMILES: CCN.N=O
E_tot: -265.57445 Ha



# 11
Entry from the OMol25 dataset: a cluster of 2 separate species, C2H8N2O in total (ωB97M-V/def2-TZVPD).

Each line ends with the Mulliken charge.
Cartesian coordinates (Å):
C  0.530  -1.268  -0.547  -0.81
N  -0.665  -0.578  -0.003  -0.46
C  -1.048  -0.571  1.243  0.10
N  -0.409  -1.194  2.289  -0.49
H  0.576  -1.048  -1.651  0.27
H  0.669  -2.341  -0.262  0.33
H  1.415  -0.737  -0.131  0.29
H  -2.036  -0.008  1.398  0.28
H  0.563  -1.332  2.308  0.24
H  -0.542  -0.741  3.210  0.26
O  1.057  2.963  -2.592  -0.60
H  0.299  3.485  -2.425  0.31
H  1.222  2.461  -1.895  0.28

Output
SMILES: C/N=C\N.O
E_tot: -265.70408 Ha



# 12
Entry from the OMol25 dataset: a cluster of 2 separate species, C2H8N2O in total (ωB97M-V/def2-TZVPD).

Each line ends with the Mulliken charge.
Cartesian coordinates (Å):
H  -0.787  -1.753  1.798  0.19
N  -0.719  -1.361  0.897  -0.65
C  -0.625  -0.039  1.003  0.10
N  -0.481  0.548  -0.266  -0.30
C  0.088  1.900  -0.392  -0.80
H  -0.674  0.476  2.001  0.31
H  0.030  -0.104  -0.950  0.32
H  0.231  2.039  -1.549  0.26
H  -0.580  2.756  0.056  0.26
H  1.067  2.166  0.047  0.31
O  0.855  -2.097  -1.193  -0.68
H  0.069  -2.052  -0.637  0.42
H  1.527  -2.481  -0.815  0.26

Output
SMILES: [H]/N=C/NC.O
E_tot: -265.70112 Ha



Q: E_tot of number 5 (C2H8N2)?
A: -190.15639 Ha